No. 1
DFT (the ωB97M-V functional and the def2-TZVPD basis) results for C48H58CrF6NO8S2 as an isolated structure.

LUMO (spin up / spin down): -0.058 / -0.018 Eh
⟨S²⟩: 1.01
orbital gap (spin up / spin down): 6.24 / 7.28 eV

Geometry as ORCA input:
```
! wB97M-V def2-TZVPD RIJCOSX def2/J DEFGRID3
* xyz 0 2
Cr -0.0155 -0.4489 0.2614
C -3.1447 -0.9013 -1.2507
O -2.1710 -0.1797 -0.5046
C -2.5756 0.2529 0.7551
C -2.8660 1.6068 0.9230
C -2.7570 2.6277 -0.1839
C -1.7533 2.4094 -1.2906
C -2.0865 2.7905 -2.5765
C -1.1813 2.7269 -3.6329
C 0.1020 2.2798 -3.3484
C 0.4754 1.8459 -2.0885
C 1.8902 1.3667 -1.8446
C 2.0784 -0.0766 -2.2522
C 2.1418 -0.4602 -3.5832
C 2.2713 -1.7949 -3.9623
C 2.2155 -2.7583 -2.9627
C 2.1579 -2.4219 -1.6158
C 2.0615 -3.5108 -0.5657
C 1.2981 -3.1619 0.6954
C 1.7923 -3.4714 1.9475
C 1.0555 -3.2449 3.1124
C -0.2573 -2.8010 2.9795
C -0.8102 -2.4696 1.7570
C -2.2822 -2.1111 1.6446
C -2.6307 -0.6449 1.8275
C -3.0502 -0.1710 3.0620
C -3.4141 1.1581 3.2527
C -3.2963 2.0252 2.1736
C -3.9841 1.6812 4.5636
C -5.4904 1.9012 4.3511
C -3.7744 0.7178 5.7351
C -3.3274 3.0088 4.9636
C 0.0020 -2.5796 0.5869
O -0.4412 -2.1685 -0.5692
C 1.6131 -3.5306 4.4962
C 1.2040 -2.4150 5.4675
C 1.0491 -4.8761 4.9804
C 3.1427 -3.6065 4.4926
C 2.1771 -1.0696 -1.2712
O 2.2855 -0.6907 0.0644
C 3.5871 -0.8615 0.6061
C 2.4622 -2.1479 -5.4324
C 3.7439 -1.4698 -5.9386
C 1.2716 -1.6418 -6.2573
C 2.5864 -3.6558 -5.6714
C -0.4606 1.8884 -1.0307
O -0.1927 1.3941 0.1501
C -1.6418 3.1299 -5.0250
C -0.5395 2.9942 -6.0778
C -2.8092 2.2150 -5.4283
C -2.1082 4.5932 -5.0111
H -3.9769 -1.2071 -0.6128
H -2.6612 -1.7776 -1.6876
H -3.5249 -0.2566 -2.0489
H -2.5023 3.5805 0.2933
H -3.7442 2.7575 -0.6448
H -3.0907 3.1495 -2.7609
H 0.8493 2.2568 -4.1234
H 2.1084 1.4820 -0.7825
H 2.5794 1.9983 -2.4106
H 2.1028 0.3127 -4.3357
H 2.2331 -3.8046 -3.2201
H 3.0670 -3.8552 -0.2959
H 1.5432 -4.3617 -1.0259
H 2.7798 -3.9064 2.0105
H -0.8785 -2.6972 3.8547
H -2.8122 -2.6809 2.4126
H -2.6182 -2.4520 0.6620
H -3.0819 -0.8646 3.8856
H -3.5435 3.0670 2.2991
H -5.9879 0.9537 4.1599
H -5.6707 2.5564 3.5028
H -5.9365 2.3519 5.2343
H -4.3162 -0.2131 5.5943
H -4.1431 1.1772 6.6513
H -2.7156 0.5050 5.8603
H -3.5330 3.8113 4.2625
H -2.2509 2.8923 5.0394
H -3.6991 3.3215 5.9378
H 0.1365 -2.4225 5.6632
H 1.4752 -1.4439 5.0595
H 1.7145 -2.5561 6.4172
H -0.0378 -4.8607 4.9993
H 1.4084 -5.0889 5.9844
H 1.3669 -5.6816 4.3213
H 3.5674 -2.7169 4.0341
H 3.5000 -4.4890 3.9673
H 3.5032 -3.6694 5.5166
H 3.8642 -1.9201 0.6445
H 3.5585 -0.4509 1.6139
H 4.3246 -0.3144 0.0068
H 3.6627 -0.3880 -5.8841
H 3.9282 -1.7398 -6.9766
H 4.6005 -1.7787 -5.3444
H 1.1640 -0.5636 -6.1819
H 0.3509 -2.1076 -5.9146
H 1.4176 -1.8967 -7.3064
H 3.4289 -4.0749 -5.1261
H 2.7458 -3.8457 -6.7321
H 1.6755 -4.1732 -5.3783
H -0.2346 1.9569 -6.1920
H 0.3245 3.5976 -5.8151
H -0.9095 3.3463 -7.0385
H -2.4913 1.1744 -5.4133
H -3.1545 2.4586 -6.4310
H -3.6487 2.3200 -4.7462
H -1.2987 5.2396 -4.6791
H -2.9537 4.7359 -4.3430
H -2.4072 4.8984 -6.0128
F -0.4963 1.1238 4.1251
C 0.3890 2.0089 3.6354
F 0.8854 2.6356 4.6892
F -0.3022 2.8680 2.8946
S 1.6348 1.0010 2.6478
O 0.8302 -0.1504 2.2813
O 2.6973 0.6964 3.5514
N 2.0424 1.7573 1.3528
S 2.4796 3.2689 1.4758
O 2.3421 3.7487 2.8129
O 2.0279 4.0726 0.3928
C 4.3246 3.0685 1.1410
F 4.9897 4.2231 1.1040
F 4.4912 2.4753 -0.0489
F 4.9091 2.2882 2.0512
*
```

No. 2
DFT (the ωB97M-V functional and the def2-TZVPD basis) results for C48H58MgN6O2 as an isolated structure.

LUMO: -0.056 Eh
ΔE to the lowest compared entry with this formula, charge and spin: 0.0 kcal/mol
orbital gap: 5.17 eV

Geometry as ORCA input:
```
! wB97M-V def2-TZVPD RIJCOSX def2/J DEFGRID3
* xyz 0 1
Mg -1.7636 0.2424 0.2202
C 4.4041 1.3644 4.6305
C 4.3972 0.6584 3.2674
C 5.1581 -0.6706 3.3777
C 5.1275 1.5478 2.2622
C 2.9602 0.3780 2.8389
C 2.4036 0.8818 1.7073
C 1.0386 0.6277 1.3786
N 0.4016 1.2482 0.3477
C 1.1084 1.6508 -0.7082
C 2.2423 0.9155 -1.1861
C 2.8632 1.2408 -2.3430
C 2.3726 2.3792 -3.0715
C 1.3292 3.1647 -2.7005
C 0.7010 2.8915 -1.4043
O -0.0519 3.6746 -0.8225
C 0.9200 4.3257 -3.6190
C 2.0905 5.3168 -3.7157
C 0.6093 3.7708 -5.0186
C -0.3159 5.1096 -3.1655
C 3.9873 0.3543 -2.8872
C 4.6596 0.9551 -4.1234
C 3.4101 -1.0164 -3.2659
C 5.0616 0.1691 -1.8068
C 0.2114 -0.1550 2.2598
O -1.0036 -0.3924 1.9420
C 0.8077 -0.6744 3.4649
C 2.1303 -0.4125 3.6856
C -0.0262 -1.5145 4.4287
C -0.4431 -2.8115 3.7230
C -1.2711 -0.7326 4.8744
C 0.7589 -1.8951 5.6861
H 5.4303 1.5693 4.9442
H 3.9347 0.7562 5.4049
H 3.8663 2.3125 4.5747
H 6.1873 -0.4912 3.6970
H 5.1821 -1.1813 2.4128
H 4.6967 -1.3430 4.1027
H 6.1543 1.7078 2.5963
H 4.6515 2.5260 2.1695
H 5.1656 1.0884 1.2725
H 2.9565 1.5587 1.0740
H 2.5028 0.0090 -0.6557
H 2.8650 2.6146 -4.0052
H 2.9855 4.8465 -4.1262
H 2.3382 5.7152 -2.7303
H 1.8202 6.1532 -4.3642
H 1.4606 3.2488 -5.4567
H 0.3393 4.5893 -5.6893
H -0.2295 3.0733 -4.9773
H -0.1717 5.5906 -2.2028
H -1.1988 4.4721 -3.0978
H -0.5243 5.8740 -3.9182
H 3.9686 1.0424 -4.9641
H 5.4778 0.3059 -4.4396
H 5.0774 1.9424 -3.9152
H 2.6447 -0.9117 -4.0382
H 2.9517 -1.5065 -2.4058
H 4.1976 -1.6677 -3.6527
H 5.4841 1.1322 -1.5131
H 5.8704 -0.4606 -2.1845
H 4.6580 -0.3091 -0.9127
H 2.5821 -0.8028 4.5873
H -1.0090 -2.6031 2.8188
H -1.0662 -3.4164 4.3873
H 0.4390 -3.3994 3.4550
H -1.9163 -0.4994 4.0308
H -0.9827 0.2001 5.3648
H -1.8400 -1.3294 5.5915
H 1.6312 -2.5099 5.4538
H 0.1109 -2.4797 6.3414
H 1.0901 -1.0160 6.2439
C -8.5904 -0.8107 -1.9775
C -7.2230 -0.9081 -1.3559
C -6.6461 -2.1320 -1.0337
C -5.3682 -2.2272 -0.5207
C -4.5682 -1.0929 -0.2599
N -3.2974 -1.1482 0.2245
C -2.8317 -2.4148 0.5952
C -3.3970 -3.1439 1.6423
C -2.9244 -4.3935 2.0009
C -1.8274 -4.9625 1.3619
C -1.2690 -6.2936 1.7880
C -1.2342 -4.2395 0.3365
C -1.7431 -3.0081 -0.0547
N -1.1516 -2.3759 -1.1961
C -0.7917 -2.9882 -2.3409
C -0.2174 -2.0446 -3.1606
C -0.2732 -0.8598 -2.4194
N -0.8357 -1.0659 -1.2359
C -5.1725 0.1408 -0.5860
C -6.4455 0.2179 -1.1372
N -4.4725 1.3773 -0.3800
C -5.0737 2.5695 -0.2135
C -4.1626 3.5603 -0.4905
C -2.9929 2.8733 -0.8210
N -3.1711 1.5543 -0.7567
H -9.2184 -1.6485 -1.6730
H -8.5374 -0.8215 -3.0690
H -9.0973 0.1091 -1.6832
H -7.2061 -3.0453 -1.2050
H -4.9625 -3.2093 -0.3156
H -4.2354 -2.7029 2.1681
H -3.3958 -4.9258 2.8192
H -1.8421 -6.7092 2.6159
H -0.2320 -6.1971 2.1151
H -1.2897 -7.0159 0.9698
H -0.3583 -4.6294 -0.1701
H -0.9905 -4.0363 -2.4824
H 0.1728 -2.1876 -4.1521
H 0.0632 0.1292 -2.6891
H -6.8276 1.1895 -1.4264
H -6.1040 2.6170 0.0924
H -4.2999 4.6240 -0.4222
H -2.0195 3.2829 -1.0320
*
```